Entry from OMol25: a 9-piece molecular cluster, C40H47N8O16 overall at a distorted geometry (the ωB97M-V functional and the def2-TZVPD basis).

- LUMO energy (eV) = 0.58
- HOMO energy (eV) = -6.249
- energy (Eh) = -3193.1612
- net charge = -1

Positions of all 111 atoms, in Å:
1 H -3.4338 0.4071 -1.5848
2 H -6.3130 2.8167 -4.0720
3 C -0.9042 3.7478 4.1604
4 O -0.0095 0.2758 -0.9786
5 H -0.8662 -3.2195 6.4520
6 N 4.0542 1.9231 -0.3137
7 C -1.6874 -2.9736 2.9522
8 H -1.2879 6.9879 2.4537
9 O -1.4248 -0.8731 6.0131
10 C -0.8725 2.9085 2.9628
11 C 1.5605 -0.7691 3.7303
12 O -2.0291 6.8186 -0.1098
13 O -1.4720 0.3271 0.7698
14 O 3.0739 -5.2866 5.9742
15 H -1.0200 2.9606 0.4934
16 H -0.9857 5.6659 4.9548
17 H 2.5881 0.5297 0.3452
18 C -2.7456 2.3893 -2.3373
19 C -1.4132 -2.5006 4.4012
20 H 1.4694 1.9821 -7.5599
21 C 2.2634 -3.0360 5.5519
22 H -1.7796 -4.7374 1.5045
23 H -0.9887 -2.6201 -2.7641
24 H -4.6947 4.4572 -4.5792
25 H 0.7809 2.6987 -2.4026
26 H 2.6563 0.9052 -1.3053
27 H -2.3087 4.2868 -3.5086
28 O 4.7364 0.6601 1.5916
29 H -0.9924 1.8771 3.1556
30 C 4.4232 -3.5516 -2.3586
31 C 1.1424 2.7375 -3.3843
32 N 0.5358 -0.2113 -6.1125
33 H 1.7868 -1.5671 -1.5473
34 H 4.4709 -2.8803 0.4235
35 H -4.2716 -3.4338 -3.7611
36 N 3.5961 -2.6799 -1.4961
37 O 1.2735 -0.6875 -6.9367
38 H 2.0458 -2.0575 2.2856
39 H 1.9911 4.6879 -3.8406
40 H -0.6336 3.2868 4.9709
41 N -3.0459 -2.5942 -2.1711
42 H -1.2018 0.0797 1.6354
43 C 5.0087 1.4866 0.6427
44 C 1.6777 3.7945 -4.3464
45 C 0.8941 1.1125 -5.5273
46 H -2.0016 -2.3606 -4.0899
47 O -1.8419 -0.2679 3.9653
48 C -4.2882 3.6344 -3.9487
49 C -1.1312 5.3038 4.0209
50 H -1.0940 -6.3973 3.4773
51 H 3.1525 -1.8542 0.2384
52 C -3.0504 3.5353 -3.2630
53 H 1.2929 0.3446 5.6964
54 C -2.8573 -2.4287 -0.8566
55 C 1.4172 2.1555 -6.4636
56 C 1.8559 3.5396 -5.6583
57 O -0.4542 -0.8293 -5.7737
58 O -6.0111 0.0005 -1.0217
59 H 3.5646 3.0365 -1.9340
60 C 2.7328 1.2978 -0.3048
61 N -1.6055 -1.1644 4.7737
62 C -1.6750 -4.4878 2.5288
63 H 5.2869 2.6227 -1.8568
64 H 2.2858 4.1814 -6.2444
65 C 1.9512 -1.7506 6.1223
66 C 2.3764 -3.2362 4.0867
67 H -0.7452 -5.6503 5.9115
68 H 2.3883 -4.1594 3.6520
69 H 0.4049 0.3878 -3.3242
70 H 4.6911 -1.5140 -0.4322
71 O -3.7597 -2.5642 -0.0026
72 O 3.0698 -3.8286 7.4982
73 C 0.7500 1.3452 -4.0182
74 O 1.8871 -2.6861 -3.1068
75 H 4.5047 -3.1396 -3.3998
76 C 1.6484 -0.5013 5.2590
77 H -5.0900 -2.2442 -2.3707
78 C -1.8982 -2.1941 -3.0597
79 C -0.9780 3.5086 1.5309
80 H -1.9805 -2.2350 2.2788
81 H 5.8813 1.9287 0.6346
82 H 3.9576 -4.5174 -2.4881
83 C -4.3042 -2.8920 -2.8395
84 N -6.1778 0.4942 -2.1432
85 C -3.7832 1.3287 -2.0284
86 N 2.7547 -4.1812 6.3473
87 C -1.3857 5.0489 1.3368
88 C -1.2859 5.9230 2.6541
89 H -4.6969 -3.7727 -2.3675
90 H 1.0812 -0.1794 3.1946
91 C 1.9762 -2.0085 3.2241
92 H 2.0240 2.1272 -0.2546
93 C 4.3286 2.8529 -1.2971
94 H 5.3357 -3.6974 -1.7768
95 C 2.3856 -2.2858 -2.0714
96 C -1.2940 -5.4644 3.7098
97 N -1.5488 5.6412 0.0130
98 H -1.4764 -1.1991 -3.0372
99 H -1.6435 2.1319 -2.0600
100 C -5.1938 1.4554 -2.5174
101 C 4.0161 -2.1496 -0.1665
102 H 4.6463 3.6091 -0.6601
103 H -1.8114 -2.4122 -0.4755
104 C -5.4277 2.6370 -3.6431
105 O -1.1530 4.9610 -0.9332
106 C -1.0889 -3.5368 5.4466
107 O -6.9613 0.2691 -3.0732
108 H 1.5033 -1.5606 7.0570
109 C -0.3200 -0.0852 0.1035
110 C -1.0561 -5.0242 4.9875
111 O 0.2719 -0.9732 0.7865